# 1
Density functional theory data (ωB97M-V/def2-TZVPD) for 2 unconnected molecules or ions with the total composition C4H4O2 in a non-equilibrium geometry.

LUMO energy ... 0.6 eV
Orbital gap ... 9.53 eV
Charge ... 0
Max |F| ... 0.092 hartree/bohr

Structure (XYZ):
```
10
Properties=species:S:1:pos:R:3:mulliken_charge:R:1
C 1.53104 2.22216 -2.19885 0.05
C -1.09049 1.37936 -1.32422 0.90
C -0.16624 0.54824 -1.21152 -0.82
C 0.41162 0.19404 0.09696 -0.80
O -2.03281 1.98955 -1.59879 -0.39
O 1.64943 3.06152 -1.44036 -0.14
H 0.57758 0.42110 -2.05006 0.40
H -0.22023 0.45448 0.98823 0.33
H 1.37382 0.75279 0.13313 0.23
H 0.78031 -0.87264 0.01415 0.25
```

# 2
Density functional theory data (ωB97M-V/def2-TZVPD) for C7H11NO in the gas phase in a non-equilibrium geometry.

LUMO energy ... 0.9 eV
SMILES string ... O=C=NC1CCCCC1
Orbital gap ... 10.87 eV
Charge ... 0
Max |F| ... 0.079 hartree/bohr

Structure (XYZ):
```
20
Properties=species:S:1:pos:R:3:mulliken_charge:R:1
O 2.10638 -1.59749 -2.65729 -0.43
C 1.24854 -0.84907 -2.50639 0.66
N 0.30312 -0.11923 -2.25300 -0.57
C -0.02684 0.70858 -1.14728 0.34
C 1.10643 0.63837 -0.01544 -1.06
C 0.94171 -0.45742 1.01357 -0.49
C -0.42913 -0.51091 1.71498 -0.52
C -1.44530 0.35562 0.97962 -0.71
C -1.37151 0.19078 -0.56147 -0.87
H -0.09954 1.66268 -1.64371 0.31
H 1.14428 1.57580 0.50868 0.37
H 1.99479 0.53506 -0.64194 0.50
H 1.79765 -0.37566 1.72220 0.39
H 1.04760 -1.36754 0.44413 0.19
H -0.29050 -0.17796 2.76812 0.26
H -0.87394 -1.52255 1.57008 0.27
H -2.46310 0.22977 1.33898 0.42
H -1.20679 1.43089 1.23930 0.27
H -2.22354 0.56209 -1.04638 0.40
H -1.26033 -0.91181 -0.82677 0.28
```

# 3
Density functional theory data (ωB97M-V/def2-TZVPD) for a molecular structure, H12O6 in a non-equilibrium geometry.

LUMO energy ... -0.3 eV
Orbital gap ... 8.77 eV
Charge ... 0
Max |F| ... 0.146 hartree/bohr

Structure (XYZ):
```
18
Properties=species:S:1:pos:R:3:mulliken_charge:R:1
O -24.23333 2.64639 5.18830 -0.87
H -24.29797 2.47444 4.24890 0.54
H -24.29959 3.59835 5.26314 0.33
O -24.67706 2.75563 3.09901 -0.59
H -24.49389 3.17875 2.26018 0.24
H -25.41872 2.17777 2.91942 0.34
O -26.23205 3.74178 5.72288 -0.64
H -27.06155 3.50759 5.30655 0.28
H -25.70208 2.94672 5.66597 0.40
O -23.86301 5.14702 6.30483 -0.63
H -24.31685 5.93129 6.61335 0.27
H -23.11111 5.05881 6.89058 0.30
O -22.44330 2.39024 6.15312 -0.80
H -23.33257 2.56069 5.84269 0.55
H -22.18490 1.58245 5.70934 0.21
O -24.21500 0.34905 2.85744 -0.58
H -23.70659 0.88931 3.46231 0.34
H -24.68515 0.97848 2.31063 0.29
```

# 4
Density functional theory data (ωB97M-V/def2-TZVPD) for a molecular structure, C12H14Cl5IrNO4S.

LUMO energy (alpha / beta) ... -7.6 / -9.7 eV
Orbital gap (alpha / beta) ... 7.43 / 5.36 eV
Charge ... +2
Max |F| ... 0.011 hartree/bohr
2S+1 ... 2

Structure (XYZ):
```
38
Properties=species:S:1:pos:R:3:lowdin_spin:R:1
Ir -0.27662 -0.10228 0.56438 0.45
C -3.06233 -1.91002 0.62581 0.00
O -1.65834 -1.89657 0.27053 0.02
C -1.37505 -2.60310 -0.94588 0.00
C 0.12144 -2.55016 -1.13560 0.00
O 0.60530 -1.17565 -1.01863 0.00
C 0.59290 -0.33875 -2.21271 0.00
C -0.72324 0.39193 -2.31008 0.00
O -0.92587 1.04293 -1.03186 0.00
C -2.10590 1.89339 -0.98074 0.00
H -3.40991 -2.94119 0.65178 0.00
H -3.64045 -1.33657 -0.10012 0.00
H -3.14275 -1.46870 1.61401 0.00
H -1.92528 -2.14992 -1.77309 0.00
H -1.69597 -3.64287 -0.85171 0.00
H 0.42818 -2.95076 -2.10020 0.00
H 0.63547 -3.09126 -0.34398 0.00
H 0.78619 -0.95214 -3.09111 0.00
H 1.41221 0.36440 -2.07140 0.00
H -1.57195 -0.26136 -2.51467 0.00
H -0.67315 1.16418 -3.07895 0.00
H -2.03208 2.60420 -1.80078 0.00
H -2.07422 2.41753 -0.03286 0.00
H -3.00482 1.28444 -1.07262 0.00
Cl 1.32214 3.14315 -0.54992 0.01
C 2.08538 2.01965 0.49892 0.02
C 1.45102 0.84712 0.87198 -0.01
C 2.10466 0.01198 1.75098 0.02
Cl 1.01606 -1.35183 2.12411 0.00
C 3.34954 0.20407 2.29011 0.00
Cl 4.02319 -0.92134 3.37139 0.00
C 3.99745 1.38447 1.88871 0.03
Cl 5.54547 1.71862 2.50008 0.01
C 3.36967 2.27991 1.00556 0.00
Cl 4.17526 3.70899 0.55057 0.00
O -0.85577 2.75806 3.41072 0.03
S -1.63761 1.58847 3.13123 0.05
N -1.23020 0.81697 1.89604 0.38
```

# 5
Density functional theory data (ωB97M-V/def2-TZVPD) for a molecular structure, C56H51BrN6O4P2S3Ti in a non-equilibrium geometry.

LUMO energy (alpha / beta) ... 3.4 / 3.4 eV
Orbital gap (alpha / beta) ... 4.64 / 4.65 eV
Charge ... -2
Max |F| ... 0.092 hartree/bohr

Structure (XYZ):
```
124
Properties=species:S:1:pos:R:3:mulliken_charge:R:1
Ti -0.05733 -0.02439 0.25387 -1.23
C 6.68497 1.97781 -0.05233 -0.66
C 6.00427 1.04071 0.70777 -1.03
C 4.63357 0.89991 0.57357 -0.30
C 3.92117 1.69551 -0.31523 0.88
C 4.61617 2.63231 -1.07883 -0.70
C 5.98507 2.77031 -0.94853 -0.83
P 2.09217 1.54041 -0.44693 3.22
C 1.94547 1.98361 -2.22983 -0.43
C 0.88317 2.74621 -2.70663 -0.01
C 0.66417 2.85571 -4.06723 -0.78
C 1.48147 2.19231 -4.96673 -0.79
C 2.51797 1.40001 -4.50033 -0.77
C 2.74337 1.29411 -3.14353 -0.40
C 1.56697 3.13791 0.29337 0.55
C 2.33847 4.27611 0.51517 -1.08
C 1.73757 5.43341 0.98277 -1.38
C 0.37517 5.48301 1.23627 -0.52
C -0.40173 4.34691 1.06787 -0.25
C -1.88213 4.36171 1.29027 -0.73
C -2.61953 2.41251 1.88467 -0.77
C -1.33843 1.67871 1.75267 -0.67
C -0.71493 2.00961 0.48267 1.44
C 0.21157 3.17521 0.61127 -0.73
H 7.75817 2.08821 0.04167 0.38
H 6.53497 0.42141 1.41797 0.48
H 4.11117 0.16461 1.16667 -0.06
H 4.08257 3.24611 -1.79003 0.60
H 6.50977 3.50841 -1.54323 0.40
H 0.22787 3.25071 -2.00933 0.14
H -0.16173 3.45131 -4.43073 0.40
H 1.30137 2.26951 -6.02943 0.38
H 3.13777 0.84871 -5.19213 0.45
H 3.54737 0.66791 -2.77393 0.39
H 3.40487 4.26921 0.33877 0.46
H 2.33767 6.31801 1.14717 0.36
H -0.09003 6.40041 1.57497 0.49
H -2.28163 5.36261 1.09107 0.91
H -3.51403 1.86311 2.17797 0.61
H -0.73553 1.48091 2.63307 0.13
Br -6.31323 5.28931 3.08057 -0.29
C -4.72173 4.54671 2.26997 0.39
C -4.86623 4.29951 0.87077 -0.62
C -3.95263 3.71321 0.07007 -1.00
C -2.64603 3.21661 0.54477 1.01
C -2.38083 3.77541 2.63977 0.24
C -3.65793 4.36261 3.08577 -1.19
N -1.82553 2.47961 -0.38533 0.44
C -2.52483 1.48831 -1.08413 -1.31
C -1.95893 0.45371 -1.74703 0.88
C -2.76543 -0.37529 -2.62023 -1.31
C -2.18153 -1.09519 -3.59813 -1.26
C -0.76273 -1.04649 -3.71483 -0.90
C -0.04783 -0.44329 -2.72293 -0.37
N -0.57683 0.21511 -1.67053 1.75
H -5.80033 4.62681 0.42997 0.40
H -4.15953 3.63341 -0.98573 0.53
H -1.65103 3.74741 3.44847 0.76
H -3.76573 4.58451 4.13937 0.42
H -3.59963 1.58691 -1.11173 0.30
H -3.83663 -0.36519 -2.47733 0.48
H -2.76013 -1.70179 -4.28393 0.37
H -0.25613 -1.51909 -4.53993 0.40
H 1.03737 -0.48299 -2.76903 0.21
S 3.02227 -2.46649 1.76017 -0.43
C 3.09617 -1.46819 3.14197 0.88
C 3.77677 -2.07569 4.21097 -0.19
N 4.36217 -2.64379 5.02707 -0.71
C 2.59557 -0.18859 3.29927 0.53
S 1.72207 0.76781 2.09327 0.66
C 2.82627 0.50821 4.48317 -0.48
N 3.02497 1.11631 5.44577 -0.79
C -4.49023 -3.32929 1.77807 -1.42
C -3.27123 -3.73029 0.94647 1.94
C -2.99823 -5.23489 1.07247 -1.89
C -3.51433 -3.36629 -0.52033 -1.31
O -2.09753 -3.10029 1.43567 -0.07
P -1.95723 -1.49309 1.69217 -0.54
O -0.47393 -1.23379 1.73107 0.66
O -2.71603 -0.70489 0.69187 -0.92
O -2.62693 -1.26309 3.13987 -0.25
C -2.00893 -1.60249 4.38277 1.82
C -0.94373 -0.56489 4.72427 -1.27
C -3.14433 -1.55289 5.41087 -1.93
C -1.38903 -2.99609 4.34247 -1.43
H -5.38133 -3.83909 1.41427 0.55
H -4.62593 -2.25269 1.71027 0.22
H -4.33303 -3.59289 2.82157 0.21
H -3.82533 -5.80579 0.65547 0.40
H -2.86613 -5.50069 2.11847 0.35
H -2.08273 -5.48239 0.53997 0.33
H -4.43823 -3.82599 -0.86413 0.69
H -2.69523 -3.71309 -1.14583 0.16
H -3.58563 -2.28659 -0.62053 0.12
H -1.38633 0.42931 4.74457 0.23
H -0.16243 -0.58659 3.96967 -0.11
H -0.49413 -0.77999 5.69027 0.66
H -3.56963 -0.55299 5.43257 0.36
H -2.76843 -1.80289 6.39907 0.41
H -3.92623 -2.25899 5.14007 0.39
H -0.64763 -3.03929 3.54957 0.15
H -2.15163 -3.74859 4.14757 0.19
H -0.90473 -3.21759 5.29167 0.57
S 2.12627 -5.04809 -3.19633 -0.20
C 1.71417 -3.73119 -2.08653 -0.06
C 0.41697 -3.60949 -1.57393 -0.86
C 0.10717 -2.51789 -0.80493 0.42
N 0.98477 -1.54449 -0.48703 1.95
C 2.24807 -1.70129 -0.93923 -0.98
C 2.63937 -2.73829 -1.75373 -1.09
C 2.48657 -4.05849 -4.63553 0.19
C 1.46737 -3.43699 -5.35893 -0.07
C 1.81727 -2.61379 -6.40703 -0.36
N 3.07397 -2.37939 -6.78773 -0.65
C 4.03577 -2.98099 -6.08993 -0.47
C 3.80747 -3.81749 -5.01943 -0.08
H -0.32823 -4.35769 -1.80263 0.58
H -0.90283 -2.40139 -0.43193 -0.82
H 2.96157 -0.93479 -0.65943 0.83
H 3.65117 -2.78359 -2.12903 0.46
H 0.43407 -3.60859 -5.09983 0.43
H 1.05777 -2.11389 -6.99773 0.39
H 5.04707 -2.77759 -6.42503 0.36
H 4.61867 -4.28519 -4.48323 0.45
```

# 6
Density functional theory data (ωB97M-V/def2-TZVPD) for a molecular structure, C23H34Cl2EuN3O3 in a non-equilibrium geometry.

LUMO energy (alpha / beta) ... -0.7 / -0.7 eV
Orbital gap (alpha / beta) ... 4.90 / 4.93 eV
Charge ... 0
Max |F| ... 0.084 hartree/bohr
2S+1 ... 7

Structure (XYZ):
```
66
Properties=species:S:1:pos:R:3:lowdin_spin:R:1
O 0.21638 1.44111 -3.41003 -0.01
C -0.23439 1.22257 -4.54313 0.00
C 0.07209 1.90221 -5.81055 0.00
C 1.22805 2.67864 -6.05041 0.00
H 2.02589 2.70838 -5.30406 0.00
C 1.30391 3.40787 -7.24109 0.00
H 2.16220 4.05918 -7.41397 0.00
C 0.26975 3.35379 -8.19396 0.00
H 0.31005 3.97604 -9.09393 0.00
C -0.77472 2.42185 -8.04436 0.00
H -1.52762 2.28988 -8.82828 0.00
C -0.85622 1.69034 -6.85467 0.00
H -1.64031 0.94345 -6.68450 0.00
H -1.00001 0.43204 -4.64409 0.00
C -2.54769 2.17092 -1.08768 0.00
C -2.17851 1.08768 -0.18116 -0.03
H -3.53028 2.62851 -0.84771 0.00
H -2.57986 1.79502 -2.12256 0.00
H -1.77422 2.96233 -1.09502 0.00
C -2.61118 0.59366 0.95321 0.00
C -3.78238 1.10603 1.79069 0.00
H -2.12446 -0.27838 1.41200 0.00
H -4.29474 1.93313 1.27916 0.00
H -3.44449 1.46007 2.77450 0.00
H -4.50507 0.30058 1.97842 0.00
Eu 0.05414 -0.02036 -1.36830 6.07
Cl 1.20620 2.23863 -0.46467 -0.01
Cl -1.60220 -1.34119 -3.02053 -0.01
H 3.90121 0.61355 -3.42592 0.00
H 5.52427 1.24804 -1.92926 0.00
C 3.14816 0.33920 -2.68364 0.00
C 4.85278 1.14291 -1.06948 0.00
N 3.83674 0.16022 -1.41074 0.00
H 2.64573 -0.58944 -2.97662 0.00
C 3.30332 -0.62224 -0.45804 0.00
O 2.14877 -1.09858 -0.51546 0.00
H 5.40025 0.79009 -0.18774 0.00
H 3.97912 -0.82533 0.40251 0.00
H 2.41969 1.16036 -2.61208 0.00
H 4.37624 2.11257 -0.85733 0.00
H -1.42253 -5.63488 1.36289 0.00
H -0.48490 -6.35241 -1.02022 0.00
C -1.87786 -4.78414 0.84056 0.00
C -1.00414 -5.45706 -1.37823 0.00
N -1.07976 -4.44910 -0.33166 0.00
H -1.96947 -3.93448 1.52054 0.00
C -0.55315 -3.23548 -0.55844 0.00
O -0.70117 -2.21510 0.15020 0.00
H -0.45133 -5.01187 -2.21033 0.00
H 0.02715 -3.19437 -1.50852 0.00
H -2.87064 -5.12066 0.51708 0.00
H -2.00657 -5.74765 -1.70880 0.00
C 1.19250 -0.13557 6.34527 0.00
C 1.03242 -0.09304 4.85204 0.00
C 0.89208 1.13522 4.19365 0.00
C 0.68767 1.12133 2.80480 0.00
N 0.61299 -0.00741 2.11529 0.00
C 0.84313 -1.17244 2.70849 0.00
C 1.03510 -1.26767 4.09676 0.00
H 2.07672 0.43216 6.66255 0.00
H 0.32127 0.29808 6.85363 0.00
H 1.30399 -1.17448 6.66862 0.00
H 0.93392 2.07691 4.73792 0.00
H 0.59040 2.03733 2.22035 0.00
H 0.86400 -2.05412 2.07084 0.00
H 1.17386 -2.23916 4.56551 0.00
```